This record from the OMol25 dataset describes a single C11H16Si molecule in a non-equilibrium geometry. The level of theory is the ωB97M-V functional and the def2-TZVPD basis.

Geometry as ORCA input:
```
! RIJCOSX wB97M-V def2-TZVPD def2/J DEFGRID3
* xyz 0 1
C 4.0531 -1.3959 -0.2085
C 2.6660 -1.0977 0.1659
C 1.9916 -0.0011 0.4697
Si -0.2307 0.0100 0.8753
C -0.6642 1.3778 2.1785
C -0.2853 1.0305 3.6458
C -1.1890 0.0708 -0.8021
C -1.3368 -1.1208 -1.5805
C -2.1859 -1.1841 -2.7014
C -2.6762 0.0176 -3.1204
C -2.3233 1.2619 -2.4815
C -1.6462 1.2677 -1.3270
H 4.3445 -2.0595 0.4853
H 4.5707 -0.5212 -0.2658
H 4.1356 -1.8475 -1.2794
H 2.0927 -2.0234 0.1190
H 2.3434 0.9824 0.4983
H -0.1889 -1.4846 1.2016
H -0.4182 2.4614 1.8296
H -1.7285 1.2377 2.2662
H -0.3291 -0.0385 3.8167
H 0.7458 1.3104 3.8755
H -0.8323 1.5172 4.3795
H -1.2542 -2.0905 -1.0784
H -2.0588 -2.0743 -3.2548
H -3.2165 -0.0054 -3.9887
H -2.8517 2.1882 -2.8078
H -1.5276 2.2108 -0.9105
*
```

Orbital gap   9.452 eV
E_tot   -718.1131 Ha

This record from the OMol25 dataset describes a molecular structure, C44H121Fe2N11O23S3 in a non-equilibrium geometry. The level of theory is the ωB97M-V functional and the def2-TZVPD basis.

Geometry as ORCA input:
```
! RIJCOSX wB97M-V def2-TZVPD def2/J DEFGRID3
* xyz 0 11
Fe 0.6861 2.7796 1.4739
Fe -1.4267 -1.8804 -1.7279
S 1.7838 4.4909 3.4407
O 1.3232 2.9158 3.4665
O 1.2555 4.7716 1.9207
O 0.9822 5.1981 4.4097
O 3.2510 4.6094 3.3527
S -2.9464 -2.4077 -3.8628
O -4.3517 -2.7447 -3.7025
O -2.2552 -2.3507 -5.1305
O -2.7370 -1.1026 -3.0171
O -2.0655 -3.4865 -2.9454
S 0.1280 0.0595 -0.1646
O 0.3150 -1.2120 0.5653
O -0.2455 1.1553 0.7740
O 1.2889 0.2991 -1.0505
O -1.0419 0.0022 -1.0292
C 2.5927 -2.4386 -3.6336
C 1.2294 -2.7984 -2.9901
C 1.3174 -3.3225 -1.5419
O -0.0139 -3.6092 -1.0296
C 0.1178 -4.3478 0.1562
N 0.3228 -1.6508 -2.9649
H 2.3883 -2.0841 -4.6699
H 3.2367 -3.3015 -3.7565
H 3.1666 -1.6449 -3.1337
H 0.8328 -3.5723 -3.6425
H 1.8091 -2.5454 -0.9394
H 1.8667 -4.2563 -1.5169
H 0.4934 -3.7284 1.0089
H 0.7143 -5.2377 0.0572
H -0.8736 -4.7541 0.4125
H 0.1135 -1.2393 -3.8829
H 0.7493 -0.8692 -2.4793
C 0.4669 -4.6223 4.5071
C 1.6135 -5.4626 4.0118
C 1.0603 -6.8075 3.4695
O 0.1981 -6.5288 2.3381
C -0.5260 -7.6765 1.9712
N 2.4345 -4.7605 3.0780
H -0.3803 -4.6493 3.7911
H 0.7722 -3.5681 4.5761
H 0.1091 -4.9726 5.4783
H 2.2441 -5.6510 4.8631
H 0.4974 -7.2657 4.3035
H 1.8511 -7.4549 3.1000
H -1.1734 -7.2996 1.1549
H -1.2162 -8.0402 2.7669
H 0.0754 -8.5166 1.6000
H 1.9325 -4.1234 2.4599
H 2.9406 -5.4384 2.5026
C -3.3479 3.0060 3.0139
C -2.4993 2.8875 1.7562
C -3.2590 3.3909 0.5227
O -2.5199 3.5366 -0.6518
C -3.3387 3.2995 -1.7929
N -1.2869 3.7207 1.8935
H -2.7602 2.7674 3.8993
H -4.2291 2.4042 2.9939
H -3.6098 4.0692 3.1006
H -2.1688 1.8764 1.5528
H -3.5792 4.3737 0.9445
H -4.1828 2.9182 0.2481
H -4.3414 3.6711 -1.5947
H -3.3840 2.2484 -2.0621
H -2.9180 3.8822 -2.6101
H -1.1711 3.9479 2.9241
H -1.5020 4.6369 1.4769
C 4.7844 0.7866 1.4619
C 3.2089 0.7771 1.6644
C 2.7368 0.4398 3.0792
O 1.3904 0.1288 3.1306
C 0.9093 -0.2819 4.3773
N 2.6361 2.0111 1.0423
H 5.2562 -0.0680 1.9120
H 5.1439 1.7197 1.9146
H 5.0141 0.8672 0.3905
H 2.9175 -0.0210 0.9629
H 3.0428 1.2270 3.8250
H 3.2994 -0.4902 3.3654
H -0.1716 -0.2799 4.2911
H 1.2270 0.3166 5.2224
H 1.2671 -1.3027 4.5515
H 2.8527 2.0240 0.0166
H 3.1572 2.7857 1.4619
C 6.0625 4.3027 -7.8706
C 4.8057 4.6336 -7.0905
C 5.1003 4.6742 -5.5981
O 5.5626 3.3963 -5.1548
C 4.5642 2.4227 -5.0088
N 4.3824 5.9715 -7.4193
H 6.8400 5.0852 -7.6834
H 5.8376 4.2341 -8.9534
H 6.4771 3.3572 -7.5563
H 4.0564 3.8851 -7.3533
H 4.2349 4.9679 -4.9656
H 5.9171 5.3665 -5.4128
H 3.7891 2.7276 -4.2702
H 5.0539 1.5109 -4.7231
H 4.0062 2.2293 -5.9303
H 3.4326 6.1996 -7.1407
H 4.4388 6.1683 -8.4134
C -6.4997 0.3382 -2.4628
C -5.6948 -0.2178 -1.2357
C -6.0587 0.4346 0.1187
O -7.4311 0.1970 0.4932
C -7.7234 0.7574 1.7477
N -5.7850 -1.6403 -1.0832
H -6.1364 -0.0614 -3.4012
H -6.5343 1.4363 -2.4301
H -7.5892 0.0995 -2.4360
H -4.6389 0.0235 -1.3736
H -5.8929 1.5317 0.1430
H -5.4801 -0.0338 0.9593
H -7.3260 1.7776 1.8391
H -7.3165 0.1366 2.5340
H -8.8032 0.7295 1.8230
H -6.7673 -1.8548 -0.9621
H -5.4472 -2.0837 -1.9436
C 4.5858 -3.1109 0.1799
C 5.3565 -4.4170 0.1913
C 4.5578 -5.4129 -0.6083
O 3.5264 -6.0419 0.0790
C 2.9474 -7.0874 -0.7251
N 6.6043 -4.2018 -0.5064
H 4.9561 -2.2499 0.7262
H 3.5800 -3.2952 0.5426
H 4.4691 -2.8192 -0.8505
H 5.5268 -4.8420 1.1963
H 5.2179 -6.2420 -0.9322
H 4.1650 -5.0076 -1.5560
H 3.8021 -7.7762 -0.9498
H 2.6723 -6.6678 -1.6927
H 2.1412 -7.6664 -0.3037
H 7.2121 -3.4478 -0.1232
H 7.2258 -5.0147 -0.6294
C 0.5418 1.9912 -4.1865
C -0.7326 1.2746 -4.7312
C -1.5245 2.1748 -5.5954
O -2.7399 1.5704 -6.0341
C -3.7104 1.5345 -5.0466
N -0.3476 0.0437 -5.4346
H 1.1132 2.4947 -4.9433
H 1.1869 1.2298 -3.7684
H 0.3579 2.6909 -3.3605
H -1.2981 1.0030 -3.8445
H -0.9634 2.4472 -6.5072
H -1.7363 3.1171 -5.0649
H -4.6167 1.0516 -5.4007
H -4.0082 2.5471 -4.7944
H -3.4520 1.0276 -4.1099
H -1.1334 -0.5432 -5.6616
H 0.0891 0.3395 -6.3018
C -0.2449 1.8969 7.6507
C -1.3418 2.1598 6.5875
C -2.6415 2.4706 7.3209
O -2.8597 1.3471 8.1359
C -4.0130 1.5323 8.9350
N -1.0167 3.2491 5.6855
H -0.1859 0.8639 8.0207
H -0.3779 2.5473 8.5258
H 0.7519 2.0588 7.2223
H -1.4308 1.2639 5.9596
H -3.5321 2.6840 6.6858
H -2.4480 3.3424 8.0109
H -4.1654 0.7435 9.6444
H -4.8826 1.6079 8.2326
H -3.9196 2.4858 9.4676
H -0.0819 3.2418 5.3293
H -1.2181 4.1867 6.0035
C 0.3888 6.0794 -0.5785
C 1.1205 4.8765 -1.1563
C 2.5780 4.8906 -0.8583
O 3.2230 3.8213 -1.5193
C 4.6822 4.0602 -1.4608
N 0.5342 3.5842 -0.6086
H -0.6563 5.8400 -0.2947
H 0.3379 6.8359 -1.3866
H 0.8125 6.5017 0.3207
H 0.9139 4.8495 -2.2563
H 2.7938 4.9710 0.2151
H 2.9547 5.7569 -1.4337
H 5.0668 3.7146 -0.4888
H 4.8422 5.1388 -1.5396
H 5.1181 3.6285 -2.3303
H 0.8802 2.8442 -1.2064
H -0.4567 3.6301 -0.8191
C -2.6313 -1.1335 1.7803
C -2.4293 -2.5560 1.2231
C -3.4292 -3.5951 1.8202
O -3.1907 -4.8615 1.2136
C -4.2620 -5.7149 1.5060
N -2.7421 -2.5600 -0.2460
H -3.6256 -0.6827 1.6897
H -1.9460 -0.4871 1.1998
H -2.2765 -1.0261 2.8203
H -1.4395 -3.0511 1.2999
H -4.4290 -3.3081 1.4426
H -3.4375 -3.6215 2.9263
H -3.9981 -6.6995 1.1600
H -5.1731 -5.4392 0.9183
H -4.5368 -5.7103 2.5725
H -3.7202 -2.2316 -0.4142
H -2.7491 -3.5585 -0.4488
*
```

Orbital gap (alpha / beta)   9.213 / 7.604 eV
E_tot   -7803.8502 Ha

This record from the OMol25 dataset describes a molecular structure, C4H10N2O in a non-equilibrium geometry. The level of theory is the ωB97M-V functional and the def2-TZVPD basis.

Geometry as ORCA input:
```
! RIJCOSX wB97M-V def2-TZVPD def2/J DEFGRID3
* xyz 0 1
C -1.2355 0.1346 -0.3688
C -2.0888 0.1766 0.8762
N 2.0963 -0.4323 0.9059
N 0.3590 1.1509 -0.6401
C 0.8559 -0.2088 -1.0913
C -0.3428 -0.9359 -0.6371
O 2.1316 -0.5507 -0.5381
H -1.7280 0.6733 -1.1907
H 3.0845 -0.4007 1.1376
H 1.7276 -1.3173 1.2513
H 0.5916 1.9280 -1.2678
H 0.7346 1.3171 0.2943
H 1.0964 -0.1668 -2.1679
H -0.3127 -1.8748 -0.1060
H -2.9606 -0.4637 0.7145
H -2.4609 1.1809 1.0884
H -1.5482 -0.2104 1.7396
*
```

Orbital gap   7.687 eV
E_tot   -342.9741 Ha

This record from the OMol25 dataset describes a single C8H11N3O molecule in a non-equilibrium geometry. The level of theory is the ωB97M-V functional and the def2-TZVPD basis.

Geometry as ORCA input:
```
! RIJCOSX wB97M-V def2-TZVPD def2/J DEFGRID3
* xyz 0 1
C 2.7223 0.8062 0.9010
N 2.3375 -0.0029 -0.2809
C 3.1228 -1.1760 -0.5168
N 0.9914 -0.2520 -0.1712
C 0.0233 0.7216 -0.5076
O 0.2878 1.8454 -0.8399
C -1.3759 0.2602 -0.3535
C -2.3622 1.2484 -0.1476
C -3.6819 0.8633 0.0851
C -3.8806 -0.5020 0.1096
N -2.9694 -1.4700 -0.0565
C -1.7519 -1.0883 -0.2293
H 3.7015 1.4040 0.7810
H 1.8902 1.5911 1.0252
H 2.7595 0.0594 1.7815
H 4.1648 -0.9161 -0.7212
H 3.0823 -1.9338 0.2529
H 2.6658 -1.5933 -1.4277
H 0.7326 -0.8733 0.5562
H -2.0270 2.2688 -0.3565
H -4.5301 1.5746 0.1604
H -4.8453 -0.9504 0.3063
H -1.0575 -1.8847 -0.3506
*
```

Orbital gap   9.355 eV
E_tot   -550.8977 Ha

This record from the OMol25 dataset describes 3 unconnected molecules or ions with the total composition C3H14N4 in a non-equilibrium geometry. The level of theory is the ωB97M-V functional and the def2-TZVPD basis.

Geometry as ORCA input:
```
! RIJCOSX wB97M-V def2-TZVPD def2/J DEFGRID3
* xyz 0 1
C -0.0165 2.4249 0.2563
N 0.4688 1.0500 0.3663
C 1.5537 0.7381 -0.6287
N 2.0908 -0.5690 -0.5174
H -0.4980 2.5364 -0.7149
H -0.7463 2.6114 1.0433
H 0.7855 3.1672 0.3424
H 0.8659 0.9202 1.2967
H 1.0831 0.8552 -1.6080
H 2.3599 1.4836 -0.5345
H 1.3464 -1.2693 -0.7087
H 2.5164 -0.7319 0.3879
C -1.1051 -2.3420 -0.0279
N -0.2871 -2.0837 -1.0081
H -2.1013 -2.7711 -0.1789
H -0.6382 -2.6774 0.8974
H -0.7382 -2.0595 -1.9198
N -1.7101 -0.5669 0.7608
H -0.7499 0.1222 0.5070
H -1.9625 -0.6043 1.7442
H -2.5175 -0.2341 0.2447
*
```

Orbital gap   8.851 eV
E_tot   -341.6380 Ha